This record from the OMol25 dataset describes 11 unconnected molecules or ions with the total composition C49H110Br2N11O5 in a non-equilibrium geometry. The level of theory is the ωB97M-V functional and the def2-TZVPD basis.

Last column: Mulliken charge in e.
CARTESIAN COORDINATES (ANGSTROEM)
C -5.626 1.762 -5.428  -1.027
C -5.680 1.419 -4.003  0.636
O -5.266 1.936 -3.023  -0.384
N -6.484 0.103 -3.705  0.101
H -6.569 -0.014 -2.641  -0.123
H -7.474 0.070 -4.030  0.419
C -5.730 -1.176 -4.205  -0.865
H -5.369 0.855 -5.984  0.333
H -4.906 2.572 -5.678  0.330
H -6.585 2.136 -5.790  0.338
H -6.014 -1.412 -5.290  0.355
H -6.072 -2.013 -3.558  0.313
H -4.684 -1.062 -4.089  0.422
C 0.464 7.031 4.901  -1.287
C 0.496 5.611 5.453  0.594
O 1.412 4.905 5.704  -0.398
N -0.902 5.067 5.602  -0.130
H -1.592 5.820 5.498  0.417
H -0.915 4.497 4.823  0.221
C -1.156 4.236 6.864  -0.742
H 0.039 7.761 5.591  0.413
H -0.116 6.963 3.939  0.391
H 1.488 7.305 4.783  0.329
H -1.030 4.921 7.708  0.363
H -0.558 3.333 6.892  0.283
H -2.214 4.008 6.675  0.367
C 3.207 -6.456 7.785  -1.073
C 4.328 -5.410 7.614  0.703
O 4.516 -4.502 6.895  -0.351
N 5.642 -5.892 8.526  -0.343
H 5.345 -5.681 9.487  0.374
H 5.856 -6.891 8.514  0.408
C 6.898 -5.156 8.040  -0.878
H 2.953 -6.645 8.805  0.402
H 3.553 -7.444 7.369  0.338
H 2.383 -6.090 7.205  0.318
H 7.645 -5.531 8.707  0.391
H 6.738 -4.106 8.020  0.337
H 7.175 -5.594 7.109  0.376
C -8.959 2.436 2.213  -1.121
C -8.948 0.935 2.153  0.676
O -8.664 0.159 2.969  -0.359
N -9.450 0.475 0.686  -0.242
H -10.455 0.715 0.678  0.407
H -8.891 1.047 0.070  0.377
C -9.394 -0.964 0.460  -0.767
H -9.248 2.744 3.198  0.385
H -9.550 2.850 1.429  0.382
H -7.946 2.728 2.148  0.317
H -9.581 -1.147 -0.605  0.331
H -10.260 -1.344 0.986  0.361
H -8.427 -1.375 0.698  0.146
C -3.272 13.978 -1.117  -1.139
C -3.113 13.699 -2.558  0.606
O -2.984 12.717 -3.083  -0.311
N -2.977 14.966 -3.468  -0.139
H -2.030 15.253 -3.541  0.335
H -3.230 14.670 -4.411  0.374
C -3.898 16.060 -2.984  -0.900
H -3.283 13.015 -0.590  0.307
H -4.273 14.410 -0.938  0.363
H -2.599 14.723 -0.700  0.392
H -3.451 16.468 -2.072  0.385
H -4.951 15.770 -2.732  0.355
H -3.841 16.815 -3.745  0.372
C 10.048 2.989 1.293  -1.323
C 8.614 2.533 1.663  -0.342
C 7.782 3.684 2.283  -0.470
C 6.294 3.156 2.406  -1.177
N 5.292 4.127 3.082  0.354
C 5.686 4.395 4.512  -0.607
C 5.233 3.122 5.245  -0.863
C 3.863 2.858 4.632  -0.239
C 3.915 3.406 3.218  -0.520
C 5.159 5.398 2.272  -1.272
C 4.773 5.189 0.838  0.031
C 4.520 6.537 0.194  -1.422
H 10.581 2.273 0.664  0.371
H 10.669 3.121 2.212  0.333
H 10.137 3.963 0.816  0.366
H 8.664 1.729 2.384  0.336
H 8.036 2.158 0.819  0.286
H 7.738 4.599 1.711  0.394
H 8.164 4.019 3.265  0.247
H 6.327 2.283 3.139  0.451
H 5.869 2.830 1.439  0.473
H 5.046 5.214 4.806  0.563
H 6.754 4.597 4.622  0.396
H 5.157 3.268 6.357  0.464
H 5.962 2.314 5.111  0.328
H 3.031 3.326 5.158  0.045
H 3.660 1.804 4.516  0.334
H 3.170 4.161 3.021  0.442
H 3.798 2.634 2.399  0.138
H 6.100 5.876 2.471  0.561
H 4.385 5.915 2.832  0.733
H 3.865 4.626 0.700  0.348
H 5.641 4.724 0.339  0.162
H 5.386 7.169 0.090  0.378
H 3.772 7.131 0.791  0.315
H 4.091 6.296 -0.771  0.389
C -1.015 -4.364 -3.113  -1.311
C -1.424 -5.093 -4.373  -0.496
C -0.693 -6.401 -4.583  -0.677
C -1.149 -6.951 -5.962  -1.316
N -0.193 -7.876 -6.681  0.270
C 0.897 -7.090 -7.383  -0.445
C 0.246 -6.615 -8.760  -0.697
C -1.112 -7.399 -8.910  -0.698
C -0.944 -8.478 -7.832  -0.752
C 0.275 -8.979 -5.711  -0.892
C -0.885 -9.771 -5.142  -0.206
C -0.378 -10.843 -4.188  -1.339
H 0.058 -4.144 -3.143  0.287
H -1.188 -4.957 -2.174  0.306
H -1.577 -3.452 -3.017  0.388
H -1.219 -4.523 -5.279  0.337
H -2.477 -5.281 -4.403  0.382
H -0.826 -7.131 -3.814  0.472
H 0.368 -6.220 -4.551  0.389
H -1.206 -6.123 -6.666  0.675
H -2.180 -7.354 -5.899  0.468
H 1.707 -7.782 -7.502  0.479
H 1.258 -6.250 -6.778  0.299
H 0.934 -6.839 -9.534  0.387
H 0.059 -5.534 -8.705  0.309
H -1.229 -7.762 -9.886  0.471
H -2.004 -6.716 -8.723  0.263
H -0.367 -9.328 -8.189  0.472
H -1.929 -8.828 -7.440  0.491
H 0.910 -8.513 -4.933  0.373
H 0.968 -9.602 -6.284  0.609
H -1.456 -10.167 -5.974  0.281
H -1.533 -9.044 -4.663  0.339
H -1.312 -11.213 -3.783  0.386
H 0.262 -10.454 -3.403  0.348
H 0.108 -11.586 -4.807  0.347
C 4.199 -1.835 -2.404  -1.172
C 5.592 -1.199 -2.344  -0.355
N 5.745 0.153 -2.815  0.245
C 4.963 1.185 -2.524  -0.431
C 5.350 2.233 -3.225  -0.539
N 6.402 1.830 -3.996  0.053
C 6.606 0.529 -3.816  -0.096
C 7.340 2.667 -4.798  -0.749
H 3.762 -1.759 -3.414  0.332
H 3.496 -1.389 -1.708  0.375
H 4.282 -2.899 -2.141  0.371
H 6.258 -1.775 -2.999  0.324
H 5.961 -1.243 -1.320  0.251
H 4.153 1.065 -1.842  0.533
H 4.928 3.208 -3.352  0.510
H 7.371 -0.074 -4.298  0.380
H 6.888 3.686 -4.904  0.293
H 7.422 2.100 -5.707  0.344
H 8.284 2.808 -4.268  0.328
C -5.479 -6.105 1.826  -1.217
C -6.296 -6.513 3.035  -0.272
N -6.476 -5.387 4.029  0.086
C -6.562 -5.501 5.402  -0.350
C -6.798 -4.243 5.808  -0.369
N -6.719 -3.420 4.749  0.056
C -6.562 -4.172 3.644  0.035
C -6.911 -1.920 4.821  -0.840
H -6.023 -5.363 1.214  0.401
H -5.390 -6.989 1.202  0.383
H -4.476 -5.781 2.114  0.339
H -5.830 -7.247 3.711  0.328
H -7.300 -6.818 2.847  0.307
H -6.563 -6.496 5.856  0.414
H -7.003 -3.897 6.821  0.432
H -6.427 -3.820 2.618  0.289
H -7.854 -1.779 5.333  0.384
H -6.860 -1.589 3.770  0.245
H -6.023 -1.587 5.365  0.350
Br -6.236 -0.645 -0.307  -0.744
Br 0.329 2.186 3.450  -0.820

Summary:
max |F| = 0.1295 Eh/bohr
total energy = -8057.0234 a.u.
total charge = +7
frontier orbital gap = 7.165 eV
HOMO level = -16.8 eV

This record from the OMol25 dataset describes a molecular structure, C49H113N7O10 in a non-equilibrium geometry. The level of theory is the ωB97M-V functional and the def2-TZVPD basis.

Last column: Mulliken charge in e.
CARTESIAN COORDINATES (ANGSTROEM)
C -5.518 -21.501 7.441  -1.708
C -4.187 -20.770 7.736  1.797
C -3.400 -21.078 9.039  0.576
O -3.175 -22.448 9.198  -0.853
C -2.542 -22.733 10.451  -0.820
N -3.377 -21.196 6.626  -0.042
H -5.883 -21.126 6.485  -0.450
H -6.382 -21.239 8.051  0.640
H -5.384 -22.583 7.447  0.281
H -4.454 -19.719 7.840  -0.364
H -4.108 -20.810 9.823  0.223
H -2.568 -20.373 9.026  0.415
H -2.785 -23.776 10.653  0.008
H -3.004 -22.079 11.190  1.689
H -1.483 -22.586 10.660  -0.214
H -3.214 -22.132 6.968  -0.649
H -2.546 -20.639 6.770  -0.430
C -5.720 -20.064 6.045  -0.404
O -6.063 -18.720 5.938  0.168
C -6.550 -18.236 4.699  -0.302
C -6.940 -16.730 4.901  -0.538
N -5.718 -15.892 5.154  -0.077
C -4.952 -15.413 3.962  -0.695
C -3.816 -14.331 4.189  -0.997
O -2.660 -14.798 4.754  -0.315
C -1.813 -15.626 3.955  -0.583
H -4.893 -20.368 5.404  0.544
H -6.522 -20.790 5.912  0.392
H -5.313 -20.161 7.052  -0.640
H -7.429 -18.661 4.215  0.570
H -5.859 -18.277 3.857  0.374
H -7.564 -16.575 5.781  -0.359
H -7.620 -16.305 4.163  0.537
H -5.035 -16.277 5.791  1.187
H -5.680 -15.139 3.198  0.584
H -4.473 -16.300 3.548  0.266
H -4.215 -13.526 4.806  0.457
H -3.724 -13.729 3.285  0.392
H -1.742 -16.529 4.561  0.335
H -0.846 -15.186 3.713  0.462
H -2.185 -15.877 2.961  0.369
C -4.234 -24.597 4.571  -0.797
O -2.997 -23.931 4.514  -0.378
C -2.081 -24.112 5.676  -1.627
C -1.007 -22.999 5.768  1.044
N 0.004 -23.233 4.712  -0.061
C 0.529 -21.991 4.107  -0.474
C -0.483 -21.233 3.194  0.453
O 0.102 -20.111 2.580  -0.412
C -0.753 -19.179 1.948  -0.594
H -4.809 -24.344 5.462  0.202
H -3.982 -25.654 4.648  0.331
H -4.666 -24.359 3.599  0.259
H -1.688 -25.107 5.465  1.345
H -2.725 -24.215 6.549  0.406
H -0.558 -23.191 6.743  -0.816
H -1.425 -21.993 5.780  0.083
H -0.331 -23.913 4.045  0.388
H 1.353 -22.372 3.503  0.513
H 0.786 -21.292 4.903  -0.076
H -1.308 -20.841 3.789  -0.237
H -0.942 -21.909 2.472  0.326
H -1.214 -18.469 2.635  0.049
H -1.571 -19.508 1.307  0.338
H -0.131 -18.625 1.244  0.389
C -0.339 -22.457 8.430  -0.437
O 0.228 -21.340 9.055  -0.367
C 0.507 -20.200 8.125  -0.636
C -0.691 -19.182 8.286  0.021
N -1.978 -19.286 7.658  0.627
C -2.031 -19.181 6.218  -0.449
C -2.869 -17.990 5.614  -0.024
O -2.627 -16.759 6.174  -0.512
C -3.752 -16.172 6.799  0.445
H -0.227 -23.334 9.067  -0.467
H -0.062 -22.576 7.383  1.584
H -1.406 -22.334 8.246  0.367
H 0.685 -20.596 7.125  -0.007
H 1.373 -19.704 8.564  0.526
H -0.177 -18.222 8.231  0.558
H -1.019 -19.328 9.315  -0.690
H -2.567 -18.493 7.866  -2.233
H -2.422 -20.095 5.771  0.297
H -1.034 -18.925 5.860  0.276
H -3.938 -18.199 5.630  -0.223
H -2.582 -17.986 4.563  0.957
H -3.500 -15.130 6.999  0.637
H -3.730 -16.544 7.824  1.128
H -4.712 -16.167 6.282  -0.938
C -1.673 -17.032 11.017  -1.809
C -2.865 -17.874 10.537  1.332
C -2.430 -19.394 10.451  -0.212
C -2.316 -20.066 11.822  -2.820
C -3.721 -20.045 12.506  -1.859
C -4.096 -18.569 12.667  1.966
N -4.095 -17.830 11.402  1.674
O -4.600 -16.652 11.530  -0.726
C -5.547 -18.830 13.131  -2.232
C -3.281 -17.807 13.768  -1.905
C -3.202 -17.334 9.133  -2.178
H -1.185 -17.600 11.808  0.558
H -1.811 -16.081 11.531  0.329
H -0.898 -16.973 10.252  0.372
H -3.060 -19.969 9.772  -0.817
H -1.448 -19.564 10.010  0.054
H -1.438 -19.594 12.262  0.631
H -1.965 -21.090 11.695  1.356
H -3.889 -20.735 13.333  0.651
H -4.339 -20.597 11.797  0.280
H -5.943 -19.356 12.262  0.202
H -5.668 -19.519 13.967  0.471
H -6.113 -17.936 13.394  0.754
H -2.237 -18.032 13.553  0.321
H -3.384 -16.722 13.788  0.334
H -3.548 -17.951 14.815  0.392
H -3.602 -16.321 9.090  0.198
H -3.970 -17.917 8.625  0.207
H -2.412 -17.433 8.389  1.748
H -5.450 -16.776 11.102  -0.692
C -1.078 -24.557 8.042  -2.796
C -0.616 -24.865 9.421  1.401
C -1.808 -25.115 10.349  -0.947
C -2.523 -26.452 10.255  -1.287
C -1.582 -27.648 10.484  -1.332
C -0.372 -27.447 9.517  1.495
N 0.221 -26.078 9.620  0.105
O 1.428 -26.055 8.863  -0.500
C 0.655 -28.469 10.099  -1.942
C -0.919 -27.838 8.096  -1.522
C 0.205 -23.698 9.986  -1.900
H -1.762 -25.236 7.533  1.126
H -0.227 -24.516 7.362  1.302
H -1.575 -23.588 8.050  -0.562
H -1.615 -24.833 11.384  0.783
H -2.616 -24.464 10.016  -0.130
H -2.895 -26.477 9.231  0.202
H -3.463 -26.501 10.806  0.422
H -2.046 -28.593 10.201  0.537
H -1.500 -27.654 11.571  0.427
H 1.563 -28.578 9.507  0.445
H 0.970 -28.159 11.095  0.429
H 0.142 -29.431 10.094  0.469
H -0.465 -27.104 7.428  0.245
H -0.565 -28.820 7.784  0.450
H -2.002 -27.789 7.981  0.308
H 0.360 -23.817 11.058  0.315
H -0.432 -22.814 10.022  0.625
H 1.162 -23.485 9.509  0.401
H 2.145 -26.292 9.456  0.372
C -6.806 -16.072 11.646  -1.795
C -7.514 -16.983 10.556  1.965
C -8.663 -16.023 9.989  -1.130
C -8.126 -15.030 8.891  -1.307
C -7.278 -15.728 7.853  -0.808
C -6.169 -16.734 8.319  1.515
N -6.517 -17.452 9.567  -0.491
O -5.534 -18.413 9.961  0.005
C -5.964 -17.677 7.102  -0.855
C -4.859 -16.044 8.449  -1.586
C -8.188 -18.222 11.270  -1.681
H -6.048 -15.438 11.186  0.494
H -6.292 -16.813 12.259  0.352
H -7.545 -15.435 12.132  0.454
H -9.438 -16.646 9.543  0.392
H -9.181 -15.463 10.767  0.472
H -7.528 -14.338 9.485  0.459
H -8.941 -14.449 8.461  0.459
H -6.667 -14.959 7.381  0.161
H -7.965 -16.054 7.072  0.390
H -5.417 -17.164 6.311  -2.139
H -5.551 -18.645 7.384  -0.262
H -6.925 -17.918 6.647  2.216
H -4.780 -15.510 9.396  0.562
H -4.117 -16.798 8.713  -0.134
H -4.511 -15.489 7.579  0.295
H -8.938 -17.884 11.985  0.316
H -7.430 -18.939 11.585  0.336
H -8.618 -18.791 10.446  0.473
H -5.938 -19.250 9.721  0.437

Summary:
max |F| = 0.3791 Eh/bohr
total energy = -3067.5442 a.u.
frontier orbital gap = 6.845 eV
HOMO level = -6.4 eV
energy relative to the best compared isomer or geometry (same formula, charge and spin) = 6823.5 kJ/mol